[1]
Computed, not measured: a cluster of 2 separate species, C30H51BBrF14I2N5O3PS in total in a non-equilibrium geometry, with ωB97M-V with the def2-TZVPD basis set.

```
109
Properties=species:S:1:pos:R:3:forces:R:3
C -2.93000 0.39855 2.06244 0.932 0.398 -0.945
C -3.07426 -0.65070 1.47139 1.026 -0.617 -0.642
C -3.22054 -2.00182 0.72029 -2.883 2.538 2.912
C -4.77769 -1.98106 0.31943 0.967 1.940 -0.626
F -4.97154 -0.55079 0.09496 0.048 -1.312 0.193
B -5.93391 -2.28829 1.41357 -1.662 0.022 1.551
C -6.36123 -3.74025 1.97395 0.735 -0.555 -0.445
O -6.69219 -1.18901 1.91759 1.844 -1.588 0.020
C -4.89363 -2.62301 -1.21338 -0.010 1.917 3.203
O -5.32574 -1.49510 -1.93062 -0.261 -2.469 -0.992
C -6.73652 -1.56318 -2.29817 -0.997 1.000 -1.164
C -7.63802 -0.49392 -1.55299 -0.167 -0.171 -0.902
C -9.05573 -0.49274 -2.32144 0.982 -0.314 -0.055
C -7.04602 0.96582 -1.70475 0.262 0.467 0.124
C -7.51085 2.01169 -0.59145 -0.430 0.596 -0.341
C -8.75337 1.56088 0.28348 0.313 0.597 0.676
C -7.90639 3.42144 -1.25765 -0.181 -0.766 1.223
C -3.40255 -3.19618 -1.28101 -0.847 -3.416 -1.681
Br -3.83736 -4.87040 -0.16871 -0.030 0.896 0.821
C -2.85088 -4.02417 -2.53090 0.787 0.454 -1.694
I -1.49763 -5.73484 -2.14360 -0.144 1.044 -0.134
C -3.14114 -3.83010 -3.86809 -0.068 0.725 1.566
C -4.14592 -2.72492 -4.33053 -0.443 -1.228 -1.527
I -2.27221 -5.07074 -5.44024 -0.865 1.112 0.793
N -2.43622 -2.23826 -0.58076 -0.668 -0.931 2.013
C -1.17684 -2.88416 -0.02385 3.489 -1.633 0.125
N -0.36294 -1.98043 0.79862 -0.882 0.006 0.314
C -2.26779 -1.05292 -1.51281 -0.199 1.350 -2.005
C -0.81919 -0.73554 -2.03657 -0.014 1.510 -0.534
C -0.03449 0.41513 -1.22610 0.404 -2.395 -0.289
F 1.21782 -0.18853 -0.91242 -1.643 1.509 0.184
F -0.76046 0.78570 -0.10642 1.626 -0.069 -1.547
C 0.30010 1.66217 -2.12691 -2.066 -0.021 -1.945
F -0.97759 2.12071 -2.56211 1.847 -0.650 0.841
F 0.90309 1.27815 -3.33392 -0.419 0.430 2.671
C 0.98650 2.92108 -1.47022 -1.639 2.359 -1.384
F 1.49739 3.69262 -2.52678 -0.221 -1.665 2.064
F -0.06804 3.72136 -0.97774 1.771 -1.764 -0.279
C 2.00225 2.79414 -0.28577 -0.292 2.269 3.063
F 2.06728 4.08942 0.26707 -0.165 -2.129 -1.521
F 1.61436 2.02110 0.79561 -0.012 0.857 -2.486
S 3.78417 2.35866 -0.67106 4.658 -0.145 1.574
F 3.67475 0.92520 0.17006 -0.183 1.586 -1.845
F 3.44341 1.65495 -2.10058 -0.087 0.859 1.685
F 4.10247 3.82854 -1.34370 -1.106 -2.193 0.272
F 4.20597 3.04688 0.78877 -0.461 -1.056 -1.881
F 5.38027 1.98049 -0.93204 -2.392 0.542 0.336
H -2.58273 1.43665 2.31046 -0.883 -1.720 0.079
H -3.03216 -2.73972 1.56241 0.171 0.266 -1.838
H -6.88564 -4.35927 1.16995 0.517 0.684 1.067
H -5.41668 -4.33276 2.21833 -1.121 0.639 -0.321
H -6.97004 -3.70450 2.91790 0.395 0.142 -1.159
H -6.11361 -0.55793 2.39035 -0.438 0.155 -0.808
H -5.61862 -3.46191 -1.03404 0.652 0.812 -1.338
H -6.78414 -1.31499 -3.41129 0.197 -0.293 1.322
H -7.18397 -2.59416 -2.19210 0.694 0.873 0.122
H -7.76134 -0.84645 -0.48897 0.163 0.742 -1.000
H -9.51497 0.52973 -2.24162 0.226 -1.266 0.044
H -9.73689 -1.32134 -1.98035 0.549 1.013 -0.243
H -8.82490 -0.66859 -3.41660 -0.408 0.254 1.088
H -7.36555 1.39454 -2.71300 0.319 -0.764 1.108
H -5.91159 0.98248 -1.71309 -1.301 -0.275 0.009
H -6.63071 2.23882 0.09021 -1.060 -0.542 -0.635
H -8.94479 2.40128 1.03008 0.189 -1.089 -0.843
H -8.55179 0.62615 0.88718 -0.261 0.998 -0.745
H -9.71485 1.44727 -0.29865 1.177 0.026 0.485
H -7.12941 3.79417 -1.98041 -0.919 -0.353 0.652
H -8.02493 4.13942 -0.38577 0.234 -0.562 -1.224
H -8.93623 3.30607 -1.70876 1.238 0.252 0.081
H -5.14773 -2.94072 -3.85143 1.275 0.588 -0.434
H -3.80869 -1.65835 -4.23159 -0.313 -1.127 0.280
H -4.32552 -2.88459 -5.44448 0.272 0.286 1.412
H -1.38202 -3.78797 0.61432 -0.887 0.786 -1.242
H -0.49152 -3.25871 -0.84990 -1.293 0.615 0.730
H 0.61092 -2.29080 0.87177 -0.507 0.094 -0.519
H -0.70581 -1.95120 1.77102 0.128 0.135 -0.724
H -2.85311 -1.30389 -2.45747 0.695 0.015 1.407
H -2.80556 -0.12089 -1.14424 0.854 -1.384 0.132
H -0.13860 -1.61250 -2.20405 -0.748 0.862 0.455
H -0.95945 -0.27914 -3.07276 -0.039 -0.769 1.262
O 9.38991 1.12533 4.85500 1.761 3.798 0.790
P 9.67039 1.57356 3.41734 -3.556 -6.912 -1.949
N 8.00831 1.59634 2.97292 -1.294 0.242 0.303
C 7.42986 1.22784 1.69723 0.417 0.129 -0.502
C 7.29347 2.76341 3.48854 0.248 -0.008 0.560
N 10.42865 0.05776 3.01295 0.743 -0.936 -0.538
C 9.61598 -1.11932 2.73229 -0.213 0.070 -0.100
C 11.47337 -0.32439 3.97103 0.089 0.245 0.035
N 10.09997 2.19488 1.79517 1.730 2.927 0.938
C 10.64876 1.39922 0.70566 0.332 -0.716 0.157
C 10.92895 3.40654 1.94633 -0.234 0.349 -0.084
H 7.59424 1.98674 0.92121 -0.001 0.015 -0.094
H 6.34722 1.08827 1.79421 0.094 0.177 0.285
H 7.79623 0.27300 1.32843 0.228 0.060 0.032
H 7.51967 3.66116 2.89832 -0.174 0.100 -0.109
H 7.57323 2.96526 4.52571 0.081 -0.097 -0.071
H 6.21187 2.60305 3.48514 0.075 -0.086 -0.154
H 8.80796 -1.25707 3.45981 -0.063 -0.064 -0.017
H 10.23079 -2.02722 2.73139 0.102 0.271 0.185
H 9.19896 -1.07927 1.72727 -0.197 0.085 -0.029
H 11.05931 -0.78226 4.87652 0.043 0.111 0.013
H 12.06252 0.54464 4.27534 -0.044 -0.024 0.030
H 12.16584 -1.03667 3.51024 -0.135 0.056 -0.106
H 11.63065 0.97944 0.93909 -0.044 -0.071 -0.079
H 10.76006 2.02399 -0.18747 -0.144 0.355 0.282
H 9.97494 0.59523 0.41126 0.049 -0.062 0.274
H 11.93081 3.15797 2.31458 0.087 0.159 -0.127
H 10.46648 4.09301 2.66388 0.003 -0.048 0.061
H 11.02328 3.94981 1.00320 -0.011 -0.118 -0.004
```
Positions in Å, forces in eV/Å.

## Properties
net charge: +1
largest force on an atom: 8.0 eV Å⁻¹
E_LUMO: -3.777 eV
HOMO: -9.11 eV
molecular weight: 1203.31 g/mol
orbital gap: 5.329 eV

[2]
Computed, not measured: a cluster of 2 separate species, C5H13NO in total in a non-equilibrium geometry, with ωB97M-V with the def2-TZVPD basis set.

```
20
Properties=species:S:1:pos:R:3:forces:R:3
C 1.20782 1.29470 -1.47964 0.585 0.403 -0.304
N 1.23247 0.70281 -0.13473 -0.008 1.579 0.641
C -0.09931 0.71466 0.52237 1.151 -2.753 -0.499
C 0.03203 -0.15147 1.81054 -0.821 1.444 0.088
C -0.18084 -1.60867 1.60210 -1.533 -0.577 -0.839
C -0.61070 -2.49505 2.49312 -0.075 -0.081 1.581
H 1.18210 0.51607 -2.25401 -0.947 0.248 0.065
H 0.48289 2.12363 -1.54167 -0.306 -0.652 -0.520
H 2.14757 1.79879 -1.75785 0.237 -0.166 0.640
H 1.71845 1.40739 0.42106 0.516 -0.411 -0.018
H -0.55185 1.69076 0.69035 0.021 0.118 -0.124
H -0.68778 0.07112 -0.14625 -0.603 0.749 0.031
H 1.01226 -0.08570 2.28498 0.245 0.386 -0.282
H -0.64095 0.34827 2.52849 -0.114 -0.795 0.216
H -0.25917 -1.98493 0.57114 1.531 0.209 0.116
H -1.12430 -2.19909 3.41712 0.864 0.242 0.142
H -0.40189 -3.56469 2.48106 -0.695 0.062 -0.921
H -1.18207 0.15467 -3.15090 0.322 0.188 -0.368
H -1.42431 0.81117 -4.57227 0.536 -0.036 0.089
O -1.85244 0.45556 -3.78502 -0.905 -0.158 0.265
```
Positions in Å, forces in eV/Å.

## Properties
net charge: -1
largest force on an atom: 3.0 eV Å⁻¹
E_LUMO (spin up / spin down): 3.512 / 3.471 eV
HOMO (spin up / spin down): 1.17 / -5.91 eV
molecular weight: 103.16 g/mol
orbital gap (spin up / spin down): 2.341 / 9.383 eV
ΔE to the lowest compared entry with this formula, charge and spin: 62.7 kcal/mol
multiplicity: 2